No. 1
The following is a DFT calculation (ωB97M-V/def2-TZVPD) of a molecular structure, C8H22AlF4N5O13S4.

Geometry as ORCA input:
```
! RIJCOSX wB97M-V def2-TZVPD def2/J DEFGRID3
* xyz 0 1
H 13.5386 13.4442 -19.6223
C 8.2351 10.5708 -24.5193
H 12.2149 11.0874 -25.4025
C 12.3836 12.2648 -18.5186
Al 9.3833 16.5098 -22.0201
H 6.5788 9.1528 -24.6087
N 10.2554 18.4412 -16.9466
N 7.5801 11.8383 -24.4294
S 2.9163 17.8775 -20.7427
H 8.5057 10.2111 -23.5266
O 9.3489 16.5651 -27.7485
S 2.7041 16.4657 -22.5439
N 12.6880 13.5745 -19.0934
H 14.4539 11.8294 -18.2222
C 13.5498 11.8390 -17.6134
O 2.2734 15.1249 -22.2494
N 4.0271 17.2058 -21.6380
O 9.1891 19.7115 -14.8292
F 12.3431 19.3530 -17.9270
O 2.0842 17.1554 -19.8046
H 6.7156 11.8409 -23.9073
O 11.4520 20.8086 -16.2289
C 9.5685 10.9033 -25.2449
O 9.6795 17.9924 -29.2979
C 11.0263 12.2798 -17.7910
H 13.5849 10.9112 -17.0424
O 12.6138 18.7333 -15.7152
H 10.0758 9.9430 -25.3374
H 9.5592 11.2856 -26.2656
H 13.5407 12.5732 -16.8077
O 10.3162 17.5051 -14.6180
C 8.6299 12.3305 -18.3499
S 11.6266 19.4029 -16.5244
H 8.2566 11.3111 -18.2522
H 12.9541 14.2295 -18.3722
O 8.6249 16.1092 -29.6267
C 11.7085 11.9461 -24.9617
O 9.9942 12.4721 -18.7795
N 9.2375 16.8943 -28.9058
H 10.8692 13.1595 -17.1668
H 8.0499 8.7566 -25.5914
H 12.4640 12.3179 -24.2695
H 6.8418 9.9513 -26.0907
H 8.4827 12.7604 -17.3591
H 11.7219 12.6990 -25.7497
F 8.2836 17.7504 -15.6387
O 1.6676 17.3695 -23.0510
H 7.3327 12.1016 -25.3725
H 12.2545 11.4568 -19.2387
O 2.4418 19.1919 -21.1712
H 10.8905 11.3328 -17.2686
C 7.3808 9.5406 -25.2369
F 3.9964 18.3837 -19.6579
H 8.0100 12.7860 -19.1222
O 10.3882 11.7858 -24.3880
F 3.3023 16.3358 -24.0465
S 9.7420 18.5117 -15.4677
*
```

Output
- Orbital gap: 1.21 eV
- Calculated total energy: -103505.9291 eV
- HOMO energy: -9.66 eV

=====

No. 2
The following is a DFT calculation (ωB97M-V/def2-TZVPD) of a gas-phase ion, C4H8N3S (charge +1).

Geometry as ORCA input:
```
! RIJCOSX wB97M-V def2-TZVPD def2/J DEFGRID3
* xyz 1 1
H -1.4774 0.4583 -2.1122
C 1.8646 -0.0907 0.5712
N -0.3448 -0.5939 -0.6391
H 0.0822 -1.2580 -1.2649
H 4.2376 -0.6754 0.0076
S 3.1284 -1.0917 -0.5397
H -0.1435 -0.1877 1.4270
H -1.1770 1.6282 0.7341
N -1.4570 1.4784 -0.2348
H 2.2680 -0.1072 1.5297
H -1.7239 2.2577 -0.7688
C 0.4746 -0.7334 0.6214
H 0.4458 -1.7773 0.7993
C 1.5079 1.2715 0.1667
N 1.1818 2.2917 -0.2120
C -1.1112 0.4479 -1.0246
*
```

Output
- Energy relative to the best compared isomer or geometry (same formula, charge and spin): 1.810 eV
- Orbital gap: 9.66 eV
- SMILES: N#C[C@H](S)CNC=[NH2+]
- Calculated total energy: -19575.4441 eV
- HOMO energy: -13.66 eV

=====

No. 3
The following is a DFT calculation (ωB97M-V/def2-TZVPD) of a molecular structure, C42H86I2N3O9.

Geometry as ORCA input:
```
! RIJCOSX wB97M-V def2-TZVPD def2/J DEFGRID3
* xyz 1 1
H -5.1345 -1.1198 -8.7062
O 1.5429 1.7692 8.4933
H 2.3767 0.6665 -5.7505
H -0.7040 4.6890 2.1371
H 2.8661 0.0012 6.1348
H -2.6019 3.2808 4.7542
C -7.0369 2.6491 -3.1535
H 5.9919 -5.5586 -9.8382
C 0.7518 2.5864 9.3715
C 5.0909 -5.7061 -9.2336
C -6.3362 2.8495 -1.8149
C -4.3706 1.7601 2.2471
C 0.5840 1.7464 4.5234
H 1.5081 -2.6747 6.6822
H 3.9649 -3.0832 -7.0455
C 3.2471 -2.5647 -5.0699
H -3.0340 -3.1265 4.4226
O 4.1193 -1.5953 6.4094
C -2.9275 3.3989 0.2850
H -3.8349 1.8649 -3.4691
H -0.5735 3.3525 4.2001
C 1.8423 -1.6974 7.0288
H 2.2349 0.1295 -3.3814
H -6.5060 1.9933 -1.1506
C 0.3713 1.2063 -3.1374
C 2.8448 -1.1010 6.0492
H 5.1742 0.5555 2.5232
H 0.2361 0.7215 -2.1678
C -1.2064 -3.5717 5.5380
H 2.7715 -0.8771 8.8000
H -0.7330 -4.4578 5.1142
H -7.2295 3.6133 -3.6278
H -3.4169 2.3665 -8.9254
H -3.4487 1.7480 4.6134
H 0.1004 1.9404 9.9586
N 1.5459 1.0854 3.8882
H -3.3852 2.4737 -0.0624
H -6.0929 1.9418 -5.0199
H 0.9533 -1.0794 7.1745
H -1.5526 2.6124 1.7010
H 3.6076 -7.2600 -8.9957
H 1.3243 4.3215 10.5660
H -6.6711 1.1205 -8.3102
H 0.0708 2.2563 -3.0429
C 3.0697 0.4671 2.0840
H 2.2487 -4.8386 -9.4621
C -2.3816 3.3249 1.7100
C 3.3808 -6.1102 -10.8136
I 0.1022 0.1232 1.4795
H -5.0287 0.2386 -9.8308
H 0.1237 3.2573 8.7702
C 4.0465 -2.2318 7.6954
H 2.9940 -3.9497 -10.8037
H -7.9843 2.1211 -3.0581
I 3.3941 0.5896 -0.0124
H -3.2284 -0.2759 -7.4186
H 5.3933 -5.8590 -8.1962
H -5.0540 1.4625 3.0487
H -0.7523 -2.6838 5.0779
C 1.7927 1.0852 -3.6734
C -3.4199 2.8518 2.7507
H -3.6517 4.2096 0.1563
C 2.9127 3.5434 9.2510
H -3.0280 -1.6880 6.4079
C -5.7237 0.8117 -7.8673
H -2.7034 0.0616 -9.0724
C 4.2648 1.0841 2.8156
H 2.3143 -2.5736 8.9897
H -3.8320 0.8790 1.8865
H -6.6511 3.7566 -1.2963
H 6.2224 -3.5296 -6.2321
C 0.2616 0.3157 -5.2963
C 1.7293 1.1333 2.4268
N 0.5792 1.6809 5.8382
H -5.9337 0.2945 -6.9238
H -4.0388 3.7322 2.9821
O -4.9390 1.9723 -7.5894
H -2.5278 -4.1434 8.1449
O 4.1303 -1.5041 -4.6931
C -4.6949 2.5356 -3.4558
H 2.4120 1.2370 4.3966
C 4.0321 -3.4556 -6.0227
H 1.4088 2.1315 -5.5264
H 0.1603 2.3915 6.4182
H 3.8580 3.7507 9.7478
H 5.6138 -3.9147 -4.6173
H 3.6821 -4.4870 -6.0185
H 4.8369 -7.6493 -10.2037
H 6.1466 -1.5931 -4.2855
H -5.9942 0.8233 -3.6538
H -2.0957 3.6090 -0.3966
C 2.6974 -1.8380 8.2856
H 0.9983 0.8861 6.3072
H -4.1933 -2.9288 6.8828
H 2.4593 -6.6317 -11.0671
O -1.5823 1.6368 3.9504
H -2.9139 2.1020 -7.2456
C -2.7198 -3.5612 5.3702
H 3.9482 -5.9526 -11.7329
C -4.8869 -0.0630 -8.7913
H -2.1424 5.0115 3.1145
H 4.1209 -3.3132 7.5552
O 4.2837 -4.5297 -9.3090
H 1.7312 2.1672 2.0756
H -2.1164 5.4846 1.4291
H 2.0437 2.7948 11.0842
H 2.6331 -1.3648 5.0091
C -1.7971 4.7007 2.1198
H 0.4580 -0.7594 -5.3679
H 3.0027 -0.5946 2.3332
C 1.5593 1.1063 -5.1812
C 3.1290 -4.7818 -10.1122
C 2.9139 2.1994 8.5379
C -2.7755 2.4272 4.0828
O -0.9592 -3.5447 6.9448
H 4.2011 0.9609 3.9045
C -2.1678 -3.2386 7.6461
C 4.2387 -6.8427 -9.7831
H 5.7290 -1.1818 -5.9592
H -4.4545 3.4187 -4.0559
H 2.4431 1.8854 -3.3196
C -3.4700 0.2763 -8.3295
H -4.9962 2.1485 1.4408
H 3.4983 1.4568 9.0879
C 5.4644 -1.8159 -5.1068
H -1.9513 -2.4888 8.4085
C -3.5946 1.7642 -8.0283
H 2.7148 4.3532 8.5452
H 4.8931 -1.9011 8.2959
C 5.4561 -3.2873 -5.4975
O -4.9407 2.9448 -2.1048
C 1.7384 3.3787 10.2148
C -5.9774 1.8781 -3.9391
H 4.4103 2.1359 2.5542
C -3.1581 -2.7573 6.5933
H 2.3547 -2.1339 -5.5271
H -3.1139 -4.5772 5.4267
N -0.4051 2.4330 3.7843
H -0.3485 0.6118 -6.1506
H 3.3003 2.2512 7.5174
H 2.9446 -3.1100 -4.1686
O -0.4731 0.5696 -4.0957
*
```

Output
- Orbital gap: 7.12 eV
- Calculated total energy: -84036.9242 eV
- HOMO energy: -10.60 eV

=====

No. 4
The following is a DFT calculation (ωB97M-V/def2-TZVPD) of C5H10S in the gas phase.

Geometry as ORCA input:
```
! RIJCOSX wB97M-V def2-TZVPD def2/J DEFGRID3
* xyz 0 1
C -1.1141 1.1610 0.1541
C 0.3746 -1.7300 1.6086
H -0.7341 -1.6872 -0.1104
H 0.4439 1.5164 1.9145
H 0.2460 -2.7742 1.8007
H 1.6403 -0.1382 -1.4818
H -0.0879 0.1900 -2.2961
C -0.0096 -1.2138 0.4649
C 0.2311 0.4908 -0.0259
H 1.0112 -1.0699 2.0729
H -1.5797 1.2797 1.1420
H -1.8667 0.6875 -0.6334
C 0.6714 0.5060 -1.5190
S 1.4797 1.2973 1.0025
H -0.8835 2.1494 -0.2893
H 1.0623 1.6399 -1.6496
*
```

Output
- Energy relative to the best compared isomer or geometry (same formula, charge and spin): 2.560 eV
- Orbital gap: 9.98 eV
- SMILES: C=CC(C)(C)S
- Calculated total energy: -16179.9179 eV
- HOMO energy: -9.15 eV

=====

No. 5
The following is a DFT calculation (ωB97M-V/def2-TZVPD) of 6 unconnected molecules or ions with the total composition C10H18Br8Cl6.

Geometry as ORCA input:
```
! RIJCOSX wB97M-V def2-TZVPD def2/J DEFGRID3
* xyz 1 2
H 7.1999 -4.8548 14.5903
Cl 12.8485 0.6096 17.0586
Cl 11.6457 3.2123 17.6123
Cl 7.8737 -6.2521 12.7585
Br 10.5799 -3.7790 10.5466
C 17.3093 0.6807 12.1009
Br 13.7260 7.3303 13.1016
Cl 9.3019 -3.9907 13.9528
Cl 10.5354 0.6267 18.7628
C 9.8776 -5.3360 9.5397
Br 16.0688 1.1927 13.6002
Br 17.9990 0.6286 9.4106
H 11.2065 -2.1391 12.7919
H 8.8075 -5.3560 9.7461
H 14.0220 4.6108 14.4944
H 12.1294 -2.0838 14.3136
C 8.1499 -5.2880 14.2774
H 18.1803 1.2481 12.4286
C 16.6239 0.9629 10.7843
Cl 8.6798 -6.3692 15.6709
H 17.6146 -0.3606 12.2036
H 13.2550 0.1000 13.7636
Br 12.3257 2.8661 13.6737
H 10.3500 -6.9587 10.8997
H 15.7920 0.2587 10.7882
Br 10.1016 -0.5106 14.4275
C 11.6550 -1.4828 13.5378
C 10.6143 -6.6013 9.9044
H 16.3239 2.0081 10.7094
C 12.6600 -0.4101 13.0061
H 9.9714 -5.1296 8.4735
Br 13.9450 -1.3915 11.9208
C 12.6100 5.6401 13.2830
H 11.8775 5.7768 14.0785
C 11.3100 1.4675 17.3802
Br 10.0365 -8.1071 8.7029
H 11.6718 -6.4172 9.7151
H 12.0859 5.5338 12.3332
C 13.5136 4.5175 13.5348
H 14.2698 4.3497 12.7679
H 12.2018 0.3275 12.3472
H 10.7334 1.3911 16.4583
*
```

Output
- Energy relative to the best compared isomer or geometry (same formula, charge and spin): 0.000 eV
- Orbital gap (alpha / beta): 9.09 / 2.67 eV
- Calculated total energy: -646126.4358 eV
- HOMO energy (alpha / beta): -12.25 / -12.25 eV